(1)
DFT (the ωB97M-V functional and the def2-TZVPD basis) results for one molecule with the formula C2H2N2O.

Summary:
SMILES ... c1ncon1
Relative energy (zero: lowest compared OMol25 entry of this formula, charge and spin) ... 43.54 kcal per mole
Total energy ... -262.09453 Ha
HOMO energy ... -10.838 eV
Orbital gap ... 11.73 eV

```
! RIJCOSX wB97M-V def2-TZVPD def2/J DEFGRID3
* xyz 0 1
C 1.11452 -0.01535 -0.09302
N 0.14483 0.96300 -0.07544
C -0.97321 0.39098 -0.02341
O -0.81369 -1.04199 -0.04447
N 0.52724 -1.20362 -0.04869
H 2.07511 0.27298 0.26192
H -2.07480 0.63400 0.02311
*
```


(2)
DFT (the ωB97M-V functional and the def2-TZVPD basis) results for one molecule with the formula C4H8N2O.

Summary:
Relative energy (zero: lowest compared OMol25 entry of this formula, charge and spin) ... 85.02 kcal per mole
Total energy ... -341.86816 Ha
HOMO energy ... -9.045 eV
Orbital gap ... 8.62 eV

```
! RIJCOSX wB97M-V def2-TZVPD def2/J DEFGRID3
* xyz 0 1
C 1.97879 1.33755 -0.34628
C 0.58261 0.90502 -0.25110
C 0.37391 -0.52272 -0.64772
N -0.35636 -1.22880 0.38437
C -1.63805 -0.95067 0.81087
O -2.15495 -1.58762 1.71358
N -2.27002 0.05747 0.09980
H 2.63676 0.81474 -1.05904
H 2.12245 2.41979 -0.37511
H 2.31091 1.01568 0.66462
H -0.22718 -0.48763 -1.57335
H 1.27355 -1.11386 -0.88593
H 0.15857 -1.82879 1.00787
H -1.66055 0.84521 -0.10144
H -3.13044 0.32464 0.55886
*
```


(3)
DFT (the ωB97M-V functional and the def2-TZVPD basis) results for one molecule with the formula CH4N4S.

Summary:
Relative energy (zero: lowest compared OMol25 entry of this formula, charge and spin) ... 83.61 kcal per mole
Total energy ... -657.54241 Ha
HOMO energy (spin up / spin down) ... -8.447 / -8.427 eV
Orbital gap (spin up / spin down) ... 7.05 / 7.03 eV

```
! RIJCOSX wB97M-V def2-TZVPD def2/J DEFGRID3
* xyz 0 1
C -0.36926 -0.17574 -0.96265
N 0.48520 0.23575 2.26082
N -0.22494 -0.80829 0.32214
N -0.27184 0.14800 1.37351
N 0.56082 0.87013 -1.25075
S 1.96750 1.00921 -0.59185
H -0.28717 -0.94427 -1.74139
H -1.37435 0.26417 -1.03531
H 0.64012 -1.34017 0.40894
H -1.12607 0.74122 1.21655
*
```


(4)
DFT (the ωB97M-V functional and the def2-TZVPD basis) results for a 3-piece molecular cluster, C6H18O3 overall.

Summary:
SMILES ... CCO.CCO.CCO
Relative energy (zero: lowest compared OMol25 entry of this formula, charge and spin) ... 36.84 kcal per mole
Total energy ... -465.05116 Ha
HOMO energy ... -10.182 eV
Orbital gap ... 10.75 eV

```
! RIJCOSX wB97M-V def2-TZVPD def2/J DEFGRID3
* xyz 0 1
C -1.16395 0.13512 -2.40622
C 0.07037 -0.77614 -2.49419
O -0.40872 -2.13789 -2.50179
H -0.87821 1.18700 -2.40464
H -1.78807 -0.12153 -1.55025
H -1.84244 -0.03995 -3.24115
H 0.59487 -0.77237 -1.53868
H 0.80356 -0.56379 -3.27228
H 0.33848 -2.68134 -2.24114
C 1.40902 1.89799 0.43488
C 2.75616 2.35441 -0.05150
O 2.88415 1.82839 -1.34587
H 1.41847 1.73195 1.51212
H 1.23096 0.91842 -0.00879
H 0.55382 2.56159 0.30698
H 3.54359 1.87098 0.52674
H 2.76810 3.44241 0.01344
H 3.18795 0.91790 -1.32801
C -2.22253 -1.82848 1.72484
C -1.78034 -0.96551 2.96881
O -0.70695 -0.11075 2.70560
H -1.33131 -2.33292 1.35153
H -2.64436 -1.32438 0.85533
H -2.91338 -2.58402 2.09901
H -1.39346 -1.65187 3.72202
H -2.61712 -0.38703 3.36029
H 0.13141 -0.56822 2.80294
*
```